(1)
The following is a DFT calculation (ωB97M-V/def2-TZVPD) of C34H26BrN6O2SSr as an isolated structure at a distorted geometry.

Geometry as XYZ:
```
71
Properties=species:S:1:pos:R:3:mulliken_charge:R:1
Sr 0.522 0.325 -0.396 1.6550
C 0.193 3.238 3.663 -1.6385
C 0.616 2.272 2.597 -0.1551
N 0.089 2.217 1.420 1.2024
N -0.906 3.074 1.127 -1.0054
C -1.098 3.121 -0.191 0.1108
O -0.396 2.550 -1.062 -0.8952
C -2.294 3.912 -0.617 0.4369
C -3.131 4.534 0.304 -0.1271
C -4.247 5.233 -0.125 -0.7040
C -4.540 5.315 -1.480 -0.2986
C -3.712 4.691 -2.403 -0.6126
C -2.595 3.993 -1.972 -0.3350
C 1.716 1.324 2.873 0.8253
C 2.302 1.242 4.139 -0.8769
C 3.345 0.359 4.355 -0.5329
C 3.798 -0.424 3.305 -1.0260
C 3.162 -0.289 2.080 -0.3186
N 2.154 0.548 1.864 0.3978
H -0.558 3.908 3.254 0.3742
H 1.039 3.824 4.030 0.3410
H -0.241 2.713 4.521 0.2897
H -2.902 4.440 1.356 0.3542
H -4.901 5.702 0.600 0.3606
H -5.418 5.855 -1.815 0.3629
H -3.944 4.740 -3.460 0.3730
H -1.943 3.487 -2.671 0.3894
H 1.938 1.861 4.946 0.3847
H 3.799 0.286 5.336 0.4013
H 4.614 -1.124 3.420 0.4341
H 3.476 -0.877 1.223 0.5029
C 5.090 -0.493 -2.118 -0.6188
C 4.931 -1.536 -3.019 -0.6253
C 3.652 -1.984 -3.307 -0.7792
C 2.540 -1.401 -2.688 1.1277
C 2.652 -0.359 -1.743 -0.7336
C 3.970 0.063 -1.505 -0.5742
C 1.194 -1.944 -3.053 0.4240
C 0.986 -2.453 -4.373 -0.9044
C -0.191 -3.040 -4.702 -0.9194
C -1.203 -3.166 -3.722 1.2241
C -2.433 -3.819 -3.957 -0.8088
C -3.365 -3.915 -2.963 -0.4938
C -3.104 -3.357 -1.694 -0.7707
C -1.924 -2.714 -1.444 -0.2810
C -0.946 -2.598 -2.456 -0.5921
N 0.231 -1.965 -2.156 0.2357
H 6.084 -0.122 -1.890 0.3614
H 5.792 -1.998 -3.489 0.3654
H 3.536 -2.815 -3.996 0.4289
H 4.149 0.873 -0.798 0.3413
H 1.772 -2.334 -5.105 0.5128
H -0.367 -3.418 -5.704 0.3872
H -2.619 -4.242 -4.938 0.3634
H -4.309 -4.414 -3.147 0.3673
H -3.852 -3.414 -0.914 0.4479
H -1.725 -2.246 -0.490 0.8275
Br 0.209 -3.234 5.892 -0.1829
C 0.070 -2.563 4.128 0.2608
C 0.767 -3.177 3.103 -0.8506
C 0.654 -2.626 1.836 -0.3718
N -0.089 -1.556 1.570 0.4474
C -0.774 -0.994 2.564 -0.2182
C -0.723 -1.461 3.870 -1.0267
H 1.387 -4.044 3.279 0.4522
H 1.194 -3.057 1.000 0.4487
H -1.381 -0.137 2.296 0.4240
H -1.283 -0.969 4.652 0.5026
O -4.665 0.653 0.728 -0.6136
S -3.599 -0.264 0.282 0.1216
N -2.246 0.195 -0.043 -0.3771
```

orbital gap	0.25114	Ha
lowest unoccupied orbital energy	2.05	eV
net charge	-1

---

(2)
The following is a DFT calculation (ωB97M-V/def2-TZVPD) of C34H26Cl2MnN2O6S as an isolated structure.

Geometry as XYZ:
```
72
Properties=species:S:1:pos:R:3:mulliken_charge:R:1
Mn -0.747 -0.622 0.683 -0.5897
O -1.619 -0.152 4.396 -0.6574
C -1.638 -0.227 3.203 0.6433
O -0.631 -0.781 2.507 -0.5815
C -2.765 0.297 2.297 0.7235
O -3.777 0.781 2.746 -0.7104
O -2.474 0.153 1.035 -0.2317
Cl -1.278 -0.611 -1.717 0.0149
C -1.499 -2.305 -2.094 0.2515
C -1.389 -2.680 -3.417 -0.6363
C -1.563 -4.014 -3.748 -0.5584
C -1.850 -4.932 -2.749 -0.6395
C -1.953 -4.517 -1.433 0.2537
Cl -2.331 -5.713 -0.227 -0.2306
C -1.774 -3.182 -1.043 0.2508
S -1.901 -2.679 0.615 -0.4662
H -1.161 -1.936 -4.170 0.4547
H -1.476 -4.338 -4.778 0.3637
H -1.991 -5.980 -2.980 0.4304
C 4.298 1.145 0.160 -0.4971
C 4.119 0.275 1.229 -0.7858
C 3.008 -0.554 1.272 -0.0194
C 2.066 -0.533 0.246 -1.3029
C 2.250 0.340 -0.822 0.7943
C 3.357 1.178 -0.860 -0.6632
N 0.935 -1.403 0.321 1.6184
C 1.229 -2.756 -0.024 -0.9285
C 1.086 -3.777 0.912 -0.1671
C 1.356 -5.094 0.568 -0.7551
C 1.785 -5.412 -0.715 -0.4835
C 1.945 -4.398 -1.650 -0.7653
C 1.669 -3.081 -1.306 0.3343
H 5.155 1.809 0.134 0.3806
H 4.837 0.256 2.041 0.3689
H 2.840 -1.221 2.111 0.3712
H 1.494 0.389 -1.597 0.3584
H 3.474 1.873 -1.685 0.3336
H 0.738 -3.522 1.905 0.4933
H 1.220 -5.875 1.307 0.4001
H 1.985 -6.442 -0.985 0.3911
H 2.277 -4.629 -2.655 0.3725
H 1.790 -2.289 -2.036 0.3968
C -1.679 3.916 2.195 -0.9981
O -1.354 3.877 0.818 -0.4651
C -2.193 3.190 0.009 1.2815
C -3.478 2.828 0.376 -0.7303
C -4.322 2.191 -0.524 -0.5456
C -3.881 1.926 -1.806 -0.7507
C -2.579 2.253 -2.160 -0.4955
C -1.705 2.855 -1.264 0.0096
N -0.404 3.139 -1.706 0.1756
C 0.771 3.441 -1.040 -1.9688
C 1.212 3.064 0.258 2.0211
C 2.207 3.872 0.848 -1.1500
C 2.706 3.631 2.114 -1.0565
C 2.215 2.550 2.840 -1.0924
C 1.256 1.715 2.278 -0.9431
C 0.756 1.942 0.998 2.1290
O -0.129 1.117 0.425 0.7809
H -0.818 4.353 2.693 0.2873
H -1.852 2.908 2.586 0.3275
H -2.566 4.531 2.380 0.3646
H -3.820 3.013 1.385 0.2721
H -5.310 1.887 -0.203 0.3796
H -4.524 1.429 -2.523 0.3651
H -2.207 2.004 -3.149 0.3111
H -0.339 3.208 -2.705 0.3355
H 1.410 4.126 -1.589 0.3672
H 2.567 4.723 0.279 0.3632
H 3.466 4.281 2.531 0.3684
H 2.588 2.341 3.836 0.4089
H 0.906 0.849 2.821 0.3175
```

spin multiplicity	5
orbital gap (spin up / spin down)	0.16422 / 0.27800	Ha
lowest unoccupied orbital energy (spin up / spin down)	1.30 / 2.27	eV
net charge	-1

---

(3)
The following is a DFT calculation (ωB97M-V/def2-TZVPD) of C34H27AsN2O6SeV as an isolated structure at a distorted geometry.

Geometry as XYZ:
```
72
Properties=species:S:1:pos:R:3:mulliken_charge:R:1
V 0.285 1.417 0.374 -0.6125
O -0.399 1.852 -1.048 0.0724
C -0.882 2.831 -1.859 0.7137
C -1.537 2.551 -3.033 -0.8534
C -2.050 3.609 -3.767 -0.5457
C -1.921 4.920 -3.321 -0.8923
C -1.260 5.178 -2.136 -0.9374
C -0.717 4.134 -1.395 0.5931
C -0.063 4.396 -0.125 -0.1052
N 0.526 3.531 0.612 0.6333
C 1.099 3.932 1.907 -0.7321
C 0.964 2.738 2.853 -0.7489
N 1.388 1.601 2.040 0.4706
C 2.375 0.832 2.345 -0.5032
C 3.031 -0.033 1.390 0.8980
C 3.985 -0.975 1.798 -0.3384
C 4.769 -1.615 0.870 -0.7469
C 4.656 -1.268 -0.480 -0.6208
C 3.739 -0.330 -0.904 -0.7421
C 2.880 0.257 0.017 0.3860
O 1.927 1.098 -0.374 -0.0966
H -1.668 1.519 -3.335 0.3004
H -2.570 3.400 -4.692 0.4628
H -2.353 5.732 -3.890 0.4197
H -1.162 6.193 -1.768 0.4387
H -0.080 5.435 0.205 0.3936
H 0.600 4.810 2.314 0.5383
H 2.158 4.152 1.765 0.3248
H -0.080 2.615 3.128 0.1043
H 1.571 2.864 3.748 0.5806
H 2.813 0.912 3.339 0.4888
H 4.093 -1.195 2.855 0.4453
H 5.482 -2.367 1.180 0.4634
H 5.308 -1.737 -1.207 0.4565
H 3.649 -0.056 -1.948 0.5457
C 2.703 -4.894 0.287 -0.5869
C 2.290 -4.315 1.479 -0.8571
C 1.534 -3.154 1.458 -0.4077
C 1.181 -2.577 0.242 0.7991
C 1.604 -3.146 -0.951 -0.2858
C 2.367 -4.306 -0.924 -0.8212
As -0.043 -1.068 0.266 2.5228
C -1.537 -1.708 1.281 0.1757
C -1.665 -1.750 2.659 -0.6467
C -2.882 -2.118 3.212 -0.8978
C -3.954 -2.416 2.381 -0.7955
C -3.818 -2.375 1.001 -0.8706
C -2.603 -2.016 0.435 0.6076
C -2.333 -1.865 -1.011 0.1253
C -3.236 -2.096 -2.039 -0.8384
C -2.866 -1.855 -3.355 -0.8769
C -1.596 -1.381 -3.663 -1.0415
C -0.689 -1.130 -2.641 -0.0723
C -1.065 -1.386 -1.335 0.1385
H 3.279 -5.811 0.302 0.4233
H 2.548 -4.775 2.425 0.4400
H 1.201 -2.708 2.387 0.3682
H 1.331 -2.704 -1.899 0.2986
H 2.679 -4.763 -1.855 0.4511
H -0.833 -1.487 3.301 0.4090
H -3.002 -2.150 4.287 0.4241
H -4.913 -2.665 2.815 0.4166
H -4.671 -2.597 0.372 0.4062
H -4.235 -2.450 -1.818 0.4282
H -3.579 -2.031 -4.150 0.4161
H -1.316 -1.206 -4.694 0.4796
H 0.292 -0.729 -2.867 0.5860
O -2.444 3.375 0.967 -0.5829
Se -2.730 1.789 0.994 0.8951
O -2.937 1.085 -0.437 -0.4216
O -0.990 1.214 1.436 -0.3824
O -3.629 1.238 2.193 -0.6806
```

orbital gap	0.23559	Ha
lowest unoccupied orbital energy	-4.48	eV
net charge	+1

---

Energy above the lowest of the compared OMol25 structures with the same formula, charge and spin values, unit eV, following the record order: 0.140 2.325 1.514.